(1)
{"formula": "C34H77ClN10O4P3", "method": "the ωB97M-V functional and the def2-TZVPD basis", "lumo_ev": -4.4, "e_homo_ev": -9.216, "homo_lumo_gap_ev": 4.8, "mol_weight_da": 818.43, "charge": 1, "e_tot_ha": -3673.99822, "species": ["C", "C", "C", "C", "C", "C", "C", "C", "C", "C", "C", "C", "C", "C", "N", "N", "C", "N", "C", "C", "N", "C", "C", "C", "C", "Cl", "C", "P", "O", "O", "H", "H", "H", "H", "H", "H", "H", "H", "H", "H", "H", "H", "H", "H", "H", "H", "H", "H", "H", "H", "H", "H", "H", "H", "H", "H", "H", "H", "H", "H", "H", "H", "H", "H", "H", "H", "H", "H", "H", "H", "H", "O", "P", "N", "C", "C", "N", "C", "C", "N", "C", "C", "H", "H", "H", "H", "H", "H", "H", "H", "H", "H", "H", "H", "H", "H", "H", "H", "H", "H", "O", "P", "N", "C", "C", "N", "C", "C", "N", "C", "C", "H", "H", "H", "H", "H", "H", "H", "H", "H", "H", "H", "H", "H", "H", "H", "H", "H", "H"], "positions_angstrom": [[6.54, -7.72, -1.33], [5.44, -6.71, -0.81], [5.51, -6.52, 0.74], [4.95, -5.12, 1.12], [6.00, -3.97, 1.12], [5.29, -2.63, 1.61], [5.21, -1.55, 0.48], [3.86, -1.56, -0.31], [2.82, -0.75, 0.52], [1.41, -0.68, -0.16], [0.34, -1.05, 0.94], [-1.09, -1.14, 0.33], [-1.30, -2.58, -0.28], [-2.65, -3.23, 0.14], [-3.53, -3.31, -0.84], [-4.65, -3.87, -0.42], [-5.70, -4.05, -1.50], [-5.33, -3.35, -2.73], [-6.26, -3.88, -3.77], [-4.97, -4.30, 0.79], [-6.25, -4.84, 1.03], [-7.05, -4.09, 1.73], [-7.60, -4.51, 3.10], [-7.56, -2.71, 1.22], [-4.04, -4.23, 1.89], [-4.36, -4.79, 3.49], [-2.78, -3.67, 1.52], [-1.33, -3.49, 2.72], [-1.17, -5.03, 3.36], [-1.96, -2.49, 3.90], [7.10, -7.30, -2.19], [7.27, -7.97, -0.53], [6.05, -8.65, -1.68], [5.63, -5.74, -1.32], [4.42, -7.04, -1.09], [6.54, -6.71, 1.10], [4.86, -7.29, 1.20], [4.14, -4.84, 0.41], [4.50, -5.17, 2.14], [6.84, -4.19, 1.81], [6.41, -3.75, 0.12], [4.33, -2.83, 2.13], [5.98, -2.22, 2.39], [5.30, -0.55, 0.96], [6.08, -1.68, -0.19], [4.00, -1.08, -1.30], [3.48, -2.60, -0.45], [2.73, -1.26, 1.51], [3.15, 0.28, 0.75], [1.38, -1.49, -0.92], [1.19, 0.32, -0.58], [0.70, -2.00, 1.37], [0.38, -0.32, 1.78], [-1.80, -1.07, 1.19], [-1.34, -0.33, -0.37], [-1.24, -2.53, -1.38], [-0.47, -3.25, 0.04], [-6.68, -3.66, -1.15], [-5.74, -5.13, -1.74], [-5.62, -2.38, -2.63], [-7.30, -3.77, -3.38], [-6.08, -4.95, -3.99], [-6.19, -3.33, -4.72], [-7.10, -3.87, 3.85], [-8.70, -4.43, 3.16], [-7.25, -5.55, 3.30], [-6.68, -2.05, 1.09], [-8.10, -2.92, 0.28], [-8.28, -2.26, 1.93], [-1.06, -5.60, 2.58], [-2.15, -3.01, 4.71], [2.96, 3.36, 1.39], [3.02, 4.69, 2.13], [3.89, 5.53, 0.93], [5.03, 6.42, 1.08], [3.40, 5.52, -0.44], [4.10, 4.12, 3.37], [5.53, 4.07, 3.16], [3.65, 2.88, 4.00], [2.83, 6.18, 3.05], [1.92, 7.18, 2.46], [2.61, 6.12, 4.50], [4.94, 7.30, 0.44], [5.96, 5.90, 0.80], [5.15, 6.79, 2.10], [2.74, 6.38, -0.63], [2.83, 4.62, -0.66], [4.22, 5.56, -1.16], [5.80, 3.56, 2.22], [6.03, 3.56, 3.98], [5.96, 5.08, 3.15], [3.91, 2.00, 3.40], [2.57, 2.89, 4.16], [4.12, 2.78, 4.99], [2.33, 8.17, 2.63], [0.92, 7.13, 2.90], [1.81, 7.05, 1.39], [3.55, 5.92, 5.02], [1.88, 5.35, 4.77], [2.25, 7.07, 4.89], [-3.23, 5.02, -1.86], [-3.34, 3.78, -2.74], [-1.75, 3.21, -2.46], [-0.79, 2.70, -3.41], [-1.29, 3.05, -1.09], [-3.42, 4.66, -4.23], [-2.22, 5.13, -4.89], [-4.43, 5.73, -4.22], [-3.71, 2.32, -3.64], [-3.82, 1.09, -2.84], [-4.79, 2.34, -4.64], [-0.27, 1.82, -3.03], [-0.03, 3.47, -3.63], [-1.24, 2.40, -4.36], [-1.48, 2.03, -0.73], [-1.78, 3.74, -0.41], [-0.22, 3.25, -1.00], [-1.56, 5.69, -4.22], [-2.47, 5.78, -5.74], [-1.67, 4.30, -5.33], [-4.06, 6.63, -3.73], [-5.34, 5.40, -3.71], [-4.71, 5.98, -5.25], [-3.39, 0.26, -3.40], [-4.86, 0.84, -2.59], [-3.27, 1.16, -1.90], [-4.45, 2.81, -5.56], [-5.68, 2.86, -4.28], [-5.09, 1.32, -4.92]]}

=====

(2)
{"formula": "C16H40HgN2O6", "method": "the ωB97M-V functional and the def2-TZVPD basis", "lumo_ev": 0.4, "e_homo_ev": -7.029, "homo_lumo_gap_ev": 7.4, "mol_weight_da": 557.09, "charge": 0, "e_tot_ha": -1347.75906, "relative_energy_kcal_mol": 59.7, "species": ["Hg", "C", "C", "O", "H", "H", "H", "H", "H", "C", "C", "O", "H", "H", "H", "H", "H", "C", "O", "C", "C", "N", "C", "C", "O", "C", "H", "H", "H", "H", "H", "H", "H", "H", "H", "H", "H", "H", "H", "H", "H", "C", "O", "C", "C", "N", "C", "C", "O", "C", "H", "H", "H", "H", "H", "H", "H", "H", "H", "H", "H", "H", "H", "H", "H"], "positions_angstrom": [[10.16, -22.07, -20.33], [13.60, -24.10, -20.55], [13.54, -22.56, -20.77], [12.31, -22.08, -21.25], [13.33, -24.64, -21.45], [13.01, -24.43, -19.69], [14.63, -24.36, -20.31], [14.32, -22.32, -21.49], [13.80, -22.08, -19.82], [10.11, -23.98, -15.87], [10.90, -23.38, -17.09], [10.10, -22.82, -18.07], [9.20, -24.47, -16.23], [9.75, -23.18, -15.22], [10.74, -24.67, -15.31], [11.58, -24.13, -17.50], [11.55, -22.66, -16.60], [6.79, -22.38, -20.73], [7.87, -21.57, -20.30], [7.50, -20.41, -19.55], [8.71, -19.83, -18.89], [9.89, -19.69, -19.82], [10.98, -18.95, -19.12], [11.81, -19.79, -18.13], [12.90, -19.08, -17.52], [14.04, -19.84, -17.29], [6.37, -22.98, -19.92], [7.07, -23.13, -21.47], [6.02, -21.75, -21.16], [6.78, -20.66, -18.78], [7.17, -19.58, -20.19], [9.02, -20.42, -18.02], [8.36, -18.92, -18.40], [9.59, -19.02, -20.51], [10.68, -18.02, -18.63], [11.68, -18.66, -19.91], [12.25, -20.66, -18.63], [11.21, -20.23, -17.34], [14.66, -19.20, -16.65], [14.61, -19.88, -18.22], [13.84, -20.77, -16.75], [9.41, -20.75, -23.43], [9.49, -21.92, -22.60], [9.15, -23.15, -23.26], [9.63, -24.38, -22.47], [9.30, -24.27, -21.05], [9.87, -25.39, -20.29], [8.75, -25.96, -19.38], [7.56, -26.14, -20.17], [6.53, -26.76, -19.40], [8.40, -20.39, -23.61], [9.94, -20.85, -24.38], [9.89, -19.98, -22.83], [9.68, -23.14, -24.21], [8.11, -23.15, -23.56], [10.70, -24.52, -22.59], [9.13, -25.27, -22.85], [8.34, -24.59, -21.05], [10.80, -25.08, -19.82], [10.14, -26.18, -20.99], [8.54, -25.26, -18.57], [9.07, -26.94, -19.03], [5.66, -26.93, -20.03], [6.25, -26.28, -18.46], [6.81, -27.77, -19.10]]}

=====

(3)
{"formula": "C2H3O4P", "method": "the ωB97M-V functional and the def2-TZVPD basis", "lumo_ev": 6.7, "e_homo_ev": 0.361, "homo_lumo_gap_ev": 6.3, "mol_weight_da": 122.02, "charge": -2, "e_tot_ha": -720.34416, "relative_energy_kcal_mol": 10.8, "species": ["C", "C", "O", "O", "O", "O", "P", "H", "H", "H"], "positions_angstrom": [[1.91, -0.12, 0.06], [0.67, -0.31, -0.38], [2.41, 1.36, 0.24], [-3.47, -1.64, 0.22], [2.77, -0.90, 0.38], [-3.33, 0.81, 0.70], [-3.11, -0.29, -0.28], [0.24, 0.55, -0.75], [0.29, -1.28, -0.34], [1.63, 1.82, 0.14]]}